# 1
C12H11N4O3S2W | ωB97M-V with the def2-TZVPD basis set

```
33
C12H11N4O3S2W ωB97M-V with the def2-TZVPD basis set
W -0.26 -0.86 -0.39
O -0.92 -0.46 -2.25
C -2.09 -0.32 -1.69
O -1.97 0.26 -0.55
C -3.24 -1.20 -1.93
C -4.34 -1.02 -2.74
C -5.36 -1.97 -2.66
C -5.27 -3.05 -1.80
C -4.16 -3.23 -0.99
C -3.13 -2.30 -1.06
S -1.65 -2.64 -0.12
H -4.43 -0.16 -3.38
H -6.24 -1.85 -3.28
H -6.08 -3.77 -1.75
H -4.08 -4.09 -0.33
C 4.44 -2.92 -2.99
N 3.30 -2.50 -2.15
C 3.03 -3.11 -0.84
C 1.80 -2.35 -0.47
O 0.99 -2.38 0.49
N 1.48 -1.46 -1.42
C 2.39 -1.60 -2.47
N 2.31 -0.91 -3.58
H 5.25 -3.24 -2.33
H 4.80 -2.08 -3.57
H 4.15 -3.75 -3.64
H 3.84 -2.95 -0.13
H 2.83 -4.18 -0.92
H 1.59 -0.22 -3.71
H 2.96 -1.05 -4.34
S 0.73 1.86 3.14
C 0.47 0.94 1.98
N 0.26 0.17 1.01
```

Output
* energy: -1771.07004 Ha
* gap between HOMO and LUMO: 5.66 eV
* 2S+1: 1
* strongest force on any atom: 0.52 eV/Å
* ΔE to the lowest compared entry with this formula, charge and spin: 87.85 kJ/mol
* charge: +3

# 2
C8H15N2 | ωB97M-V with the def2-TZVPD basis set

```
25
C8H15N2 ωB97M-V with the def2-TZVPD basis set
C -0.86 0.89 0.04
C -0.85 0.23 1.17
C 1.52 -2.01 0.12
C 0.76 -0.22 1.50
C -1.75 -0.44 2.13
C 0.56 2.49 -1.09
C -0.66 0.79 -2.46
C -0.65 1.64 -1.17
N 0.95 -1.58 1.35
N 1.59 -3.24 -0.30
H 1.44 0.16 0.80
H 1.09 0.12 2.54
H -1.42 -1.49 2.36
H -2.79 -0.45 1.79
H -1.89 0.14 3.01
H 0.77 3.08 -0.14
H 0.38 3.37 -1.67
H 1.46 1.93 -1.38
H -0.76 1.57 -3.24
H -1.34 0.03 -2.51
H 0.37 0.42 -2.44
H -1.60 2.39 -1.11
H 0.35 -2.34 1.82
H 2.26 -3.41 -1.14
H 1.08 -4.07 0.03
```

Output
* energy: -422.89575 Ha
* gap between HOMO and LUMO: 6.30 eV
* 2S+1: 1
* strongest force on any atom: 5.63 eV/Å
* ΔE to the lowest compared entry with this formula, charge and spin: 521.35 kJ/mol
* charge: +1

# 3
C12H17N | ωB97M-V with the def2-TZVPD basis set

```
30
C12H17N ωB97M-V with the def2-TZVPD basis set
C 1.23 0.30 -2.49
C 1.22 0.94 -1.16
C 0.92 2.21 -0.75
N 1.09 2.30 0.73
C 1.52 1.07 1.17
C 1.52 0.55 2.42
C 1.92 -0.79 2.66
C 2.19 -1.59 1.60
C 2.00 -1.12 0.32
C 1.47 0.12 0.03
H 2.23 0.07 -2.94
H 0.86 0.98 -3.30
H 0.54 -0.54 -2.41
H 0.84 3.02 -1.50
H 0.86 3.16 1.35
H 1.69 1.27 3.16
H 2.11 -1.29 3.74
H 2.52 -2.64 1.62
H 2.11 -1.76 -0.56
C -3.59 -1.21 0.11
C -2.09 -0.99 -0.15
C -2.08 0.34 -0.91
H -3.73 -1.13 1.19
H -3.82 -2.15 -0.16
H -4.26 -0.46 -0.31
H -1.50 -0.94 0.88
H -1.66 -1.83 -0.78
H -2.96 0.40 -1.46
H -2.01 1.23 -0.43
H -1.17 0.47 -1.69
```

Output
* energy: -522.10708 Ha
* gap between HOMO and LUMO: 8.84 eV
* 2S+1: 1
* strongest force on any atom: 5.58 eV/Å
* SMILES: Cc1c[nH]c2ccccc12.CCC
* ΔE to the lowest compared entry with this formula, charge and spin: 297.18 kJ/mol
* charge: 0